285
Properties=species:S:1:pos:R:3:lowdin_charge:R:1 method="wB97M-V/def2-TZVPD" lumo_ev=0.33 max_force_ha_per_bohr=0.091 homo_ev=-7.62 orbital_gap_ev=8.0
C 13.4686 -5.0962 -16.0468 -0.036
C 11.9843 -5.0665 -16.3614 -0.393
C 11.2741 -3.9342 -15.5904 -0.142
O 9.9515 -3.6165 -16.0371 -0.199
C 9.0008 -4.5152 -15.8056 -0.152
N 11.6412 -4.9274 -17.7465 0.057
H 13.8254 -4.9751 -15.0240 0.057
H 14.0306 -4.2279 -16.3910 0.072
H 14.0546 -5.8713 -16.5407 0.071
H 11.3979 -5.9567 -16.1340 0.127
H 11.7020 -2.9870 -15.9189 0.120
H 11.3861 -3.9756 -14.5070 0.125
H 8.0434 -4.1739 -16.1995 0.086
H 8.7760 -4.6992 -14.7550 0.077
H 9.2893 -5.4498 -16.2866 0.080
H 10.8748 -4.2721 -17.6894 0.080
H 11.2129 -5.7819 -18.0728 0.051
C 16.4194 -10.9880 -11.0788 -0.054
C 15.8608 -9.6667 -10.5076 -0.459
C 14.7046 -8.9822 -11.3600 -0.121
O 15.3029 -8.6192 -12.6715 -0.209
C 14.4324 -7.7228 -13.4146 -0.096
N 15.6148 -9.8020 -9.1320 0.039
H 16.6734 -10.8460 -12.1293 0.066
H 15.7298 -11.8292 -11.0092 0.074
H 17.3587 -11.2388 -10.5858 0.078
H 16.7416 -9.0355 -10.6251 0.131
H 14.4633 -8.0410 -10.8661 0.097
H 13.8579 -9.6318 -11.5821 0.119
H 13.4158 -8.1053 -13.5053 0.078
H 14.7778 -7.5613 -14.4358 0.069
H 14.2499 -6.6970 -13.0947 0.068
H 15.1073 -8.9750 -8.8515 0.067
H 15.0624 -10.6257 -8.9409 0.076
C 15.1094 -2.9626 -22.7718 -0.058
C 14.3256 -1.9269 -21.8917 -0.366
C 12.7397 -2.1076 -22.0072 -0.204
O 12.1176 -1.0803 -21.2720 -0.199
C 11.1594 -1.5668 -20.3409 -0.095
N 14.8411 -2.1016 -20.5208 0.034
H 16.1817 -2.7712 -22.7331 0.069
H 14.7585 -2.8782 -23.8003 0.065
H 14.8668 -3.9883 -22.4936 0.046
H 14.4593 -0.8754 -22.1457 0.125
H 12.3425 -3.0622 -21.6620 0.073
H 12.4383 -1.9906 -23.0481 0.115
H 10.5558 -0.7398 -19.9670 0.084
H 11.6904 -2.0472 -19.5191 0.077
H 10.5059 -2.2934 -20.8236 0.081
H 14.2703 -1.5380 -19.9071 0.058
H 14.6102 -3.0499 -20.2610 0.015
C 14.2654 -9.3848 -17.6885 -0.042
C 13.6864 -8.7348 -18.9822 -0.403
C 14.7241 -8.5807 -20.1077 -0.175
O 15.1869 -7.2520 -20.2578 -0.203
C 16.1057 -6.8896 -21.3508 -0.056
N 12.4505 -9.3625 -19.3042 0.031
H 13.6448 -9.4892 -16.7985 0.070
H 15.1570 -8.8754 -17.3229 0.068
H 14.7165 -10.3374 -17.9662 0.076
H 13.2832 -7.8302 -18.5270 0.124
H 14.3227 -9.0758 -20.9919 0.113
H 15.6601 -9.1171 -19.9516 0.121
H 17.0642 -7.3617 -21.1351 0.076
H 16.4116 -5.8434 -21.3540 0.081
H 15.8655 -7.1860 -22.3718 0.086
H 12.6974 -10.3372 -19.3992 0.103
H 12.1131 -9.0754 -20.2118 0.046
C 11.7876 -5.3036 -22.8382 -0.067
C 11.4899 -6.6472 -23.5156 -0.369
C 11.0888 -7.8362 -22.6095 -0.224
O 10.9096 -8.9340 -23.4476 -0.172
C 11.3183 -10.1760 -22.8879 -0.093
N 10.2450 -6.4240 -24.3062 0.027
H 12.8225 -5.2967 -22.4962 0.059
H 11.0469 -5.1713 -22.0495 0.078
H 11.6826 -4.4699 -23.5324 0.076
H 12.2919 -6.7571 -24.2455 0.135
H 10.2075 -7.5746 -22.0239 0.106
H 11.8412 -7.9850 -21.8350 0.094
H 10.9662 -11.1307 -23.2786 0.087
H 10.8698 -10.3448 -21.9088 0.076
H 12.4069 -10.1342 -22.8507 0.088
H 9.5100 -6.3510 -23.6174 0.002
H 9.9836 -7.2712 -24.7898 0.059
C 8.9698 -0.9694 -10.1448 -0.059
C 9.3551 -0.2168 -8.8761 -0.444
C 10.5111 0.8686 -9.0883 -0.196
O 11.7772 0.2850 -9.2196 -0.193
C 12.7969 1.1625 -8.7193 -0.097
N 8.1902 0.3839 -8.3956 0.020
H 9.7061 -1.6471 -10.5769 0.068
H 8.4466 -0.4347 -10.9376 0.072
H 8.2143 -1.6672 -9.7834 0.068
H 9.6782 -0.9461 -8.1333 0.139
H 10.5792 1.5746 -8.2605 0.106
H 10.2029 1.4656 -9.9466 0.124
H 12.8912 1.1639 -7.6334 0.091
H 12.7976 2.1780 -9.1154 0.091
H 13.7156 0.7576 -9.1438 0.064
H 8.4367 1.0218 -7.6523 0.072
H 7.8226 1.1064 -8.9980 0.079
C 5.1370 0.3919 -15.5218 -0.077
C 6.6623 0.2279 -15.5772 -0.415
C 7.3713 -0.3660 -14.3697 -0.130
O 8.7757 0.1808 -14.1444 -0.221
C 9.7910 0.0412 -15.2079 -0.069
N 6.7580 -0.6484 -16.7746 0.045
H 4.5540 -0.5155 -15.6792 0.062
H 4.9053 1.0192 -16.3825 0.074
H 4.7290 0.9968 -14.7120 0.072
H 7.0742 1.2242 -15.7382 0.139
H 7.3988 -1.4507 -14.4729 0.096
H 6.9430 -0.2041 -13.3805 0.114
H 10.6444 0.4760 -14.6875 0.077
H 9.5018 0.3737 -16.2049 0.075
H 10.0683 -1.0058 -15.3305 0.060
H 7.7043 -0.6787 -17.1263 0.057
H 6.5485 -1.5170 -16.3036 0.037
C 7.5106 -4.2888 -23.2812 -0.049
C 7.2580 -5.2550 -22.1377 -0.388
C 5.7667 -5.4145 -21.6980 -0.231
O 5.0828 -4.2745 -21.3149 -0.165
C 4.1152 -4.4767 -20.3133 -0.116
N 7.7568 -6.6160 -22.4209 0.032
H 8.5781 -4.2582 -23.4994 0.063
H 7.1059 -3.3073 -23.0342 0.080
H 6.9721 -4.5678 -24.1869 0.083
H 7.8038 -4.9091 -21.2599 0.133
H 5.6283 -6.2030 -20.9582 0.107
H 5.1759 -5.8511 -22.5033 0.123
H 3.5968 -3.5230 -20.2133 0.091
H 4.5438 -4.7714 -19.3555 0.070
H 3.3085 -5.1885 -20.4883 0.085
H 7.5759 -7.2277 -21.6379 0.063
H 7.2354 -7.1089 -23.1317 0.085
C 14.3528 1.7661 -16.7288 -0.049
C 15.6401 1.8522 -15.9145 -0.435
C 16.8402 1.0508 -16.5506 -0.164
O 16.3926 -0.2738 -16.9727 -0.240
C 17.3739 -1.3547 -17.0172 -0.071
N 16.0507 3.1999 -15.4570 0.044
H 14.7919 1.5891 -17.7106 0.070
H 13.6775 2.6186 -16.8027 0.079
H 13.8588 0.8192 -16.5108 0.069
H 15.3534 1.2323 -15.0650 0.097
H 17.5219 0.8985 -15.7139 0.112
H 17.2235 1.6459 -17.3794 0.120
H 18.1683 -1.0583 -17.7022 0.084
H 16.9422 -2.3202 -17.2806 0.083
H 17.7282 -1.4840 -15.9945 0.070
H 16.9568 3.2277 -15.0116 0.059
H 16.1891 3.7247 -16.3088 0.062
O 17.0213 -9.8788 -15.0426 -0.051
H 16.8336 -9.1058 -14.5103 0.006
H 17.6195 -9.5640 -15.7203 0.030
O 10.4378 -7.6525 -18.6242 -0.057
H 11.1348 -8.2956 -18.7544 -0.025
H 9.8402 -7.7945 -19.3584 0.028
O 13.4782 -4.5348 -19.7206 -0.069
H 13.9105 -5.3883 -19.7513 0.011
H 12.8312 -4.6185 -19.0202 -0.035
O 7.7527 -7.3327 -18.6072 -0.043
H 6.9740 -6.9785 -18.1779 0.041
H 8.4706 -6.7823 -18.2942 0.009
C 2.7301 -3.8863 -14.3708 -0.052
C 4.0105 -4.6258 -14.5189 -0.522
C 4.2715 -5.2238 -13.1713 -0.150
C 3.6521 -6.6160 -12.8498 -0.149
C 3.8954 -7.5392 -14.0589 -0.122
C 3.3509 -6.9805 -15.4406 -0.469
N 3.9312 -5.6039 -15.6232 -0.103
O 3.7833 -5.0782 -16.9005 -0.006
C 3.8364 -7.9794 -16.4303 -0.055
C 1.7994 -6.9337 -15.5590 -0.024
C 5.1491 -3.6246 -14.8167 -0.022
H 1.8715 -4.4906 -14.0784 0.071
H 2.3646 -3.4898 -15.3181 0.086
H 2.7795 -3.0934 -13.6244 0.098
H 5.3356 -5.2622 -12.9382 0.095
H 3.9329 -4.5575 -12.3780 0.121
H 2.5872 -6.3918 -12.7875 0.103
H 4.0738 -7.0315 -11.9346 0.109
H 3.4543 -8.5074 -13.8219 0.115
H 4.9788 -7.6559 -14.0858 0.110
H 3.3509 -7.8060 -17.3906 0.086
H 4.9257 -8.0010 -16.4614 0.076
H 3.4933 -8.9329 -16.0286 0.090
H 1.1361 -7.5720 -14.9754 0.087
H 1.3985 -6.0290 -15.1020 0.050
H 1.4328 -6.8303 -16.5803 0.080
H 6.0423 -4.2050 -15.0480 0.072
H 5.5251 -2.9510 -14.0467 0.083
H 4.8237 -2.9893 -15.6405 0.071
H 2.8802 -4.7738 -17.0153 0.090
C 15.1659 -4.6485 -10.5705 -0.028
C 14.7311 -3.1451 -10.8327 -0.479
C 15.9923 -2.3568 -10.4644 -0.140
C 15.8814 -0.9456 -11.0703 -0.171
C 15.8354 -0.9769 -12.6400 -0.108
C 14.4490 -1.6074 -12.9519 -0.450
N 14.3541 -2.9392 -12.2447 -0.075
O 13.2543 -3.7253 -12.7028 -0.016
C 13.2634 -0.5667 -12.7778 0.001
C 14.5232 -1.9130 -14.4319 -0.056
C 13.5957 -2.8158 -9.8727 -0.027
H 14.3393 -5.3131 -10.8216 0.040
H 15.2373 -4.8173 -9.4960 0.082
H 16.0142 -5.0373 -11.1339 0.085
H 16.0859 -2.0774 -9.4150 0.118
H 16.9240 -2.8810 -10.6773 0.117
H 16.8648 -0.5187 -10.8736 0.105
H 15.0662 -0.3969 -10.5986 0.084
H 16.7191 -1.4747 -13.0392 0.122
H 15.8370 0.0830 -12.8944 0.109
H 12.3669 -1.1833 -12.7141 0.075
H 13.4158 0.0970 -11.9267 0.064
H 13.0150 0.0687 -13.6279 0.067
H 13.5831 -2.0068 -14.9755 0.066
H 15.0883 -1.2170 -15.0518 0.067
H 14.9194 -2.9160 -14.5899 0.077
H 13.2124 -1.8103 -10.0464 0.072
H 13.8546 -3.0277 -8.8354 0.095
H 12.6869 -3.3989 -10.0215 0.061
H 12.6445 -3.6454 -11.9656 0.069
C 12.1314 -6.2103 -8.7683 -0.031
C 10.8828 -6.9386 -9.1724 -0.493
C 9.8194 -6.7177 -8.0616 -0.110
C 8.3236 -6.9710 -8.3836 -0.153
C 7.9887 -6.1282 -9.6260 -0.142
C 8.9240 -6.3791 -10.8786 -0.498
N 10.3409 -6.2649 -10.4033 -0.128
O 11.1375 -6.4161 -11.4632 -0.010
C 8.4988 -7.6146 -11.5516 -0.043
C 8.5867 -5.2098 -11.8332 -0.025
C 11.2012 -8.4048 -9.4274 -0.025
H 12.9959 -6.4204 -9.3980 0.061
H 12.3139 -6.4669 -7.7248 0.097
H 12.0417 -5.1269 -8.8483 0.078
H 10.1105 -7.5569 -7.4298 0.108
H 9.9863 -5.7879 -7.5178 0.123
H 7.7412 -6.4275 -7.6396 0.107
H 8.0187 -8.0127 -8.4828 0.107
H 8.0936 -5.1229 -9.2182 0.109
H 6.9654 -5.9720 -9.9674 0.109
H 8.7593 -8.4400 -10.8890 0.071
H 7.4305 -7.5819 -11.7655 0.095
H 9.0768 -7.8358 -12.4489 0.074
H 8.9374 -4.2961 -11.3535 0.080
H 9.1445 -5.3642 -12.7569 0.061
H 7.5110 -5.1037 -11.9737 0.069
H 11.4802 -8.9934 -8.5534 0.096
H 11.9038 -8.5775 -10.2426 0.063
H 10.3586 -9.0326 -9.7174 0.077
H 11.4296 -7.3198 -11.3227 0.063
C 7.7106 -13.2262 -17.9566 -0.019
C 7.3491 -12.0783 -16.9944 -0.530
C 7.0409 -12.8086 -15.5712 -0.114
C 7.1475 -11.8461 -14.3786 -0.177
C 8.5800 -11.2537 -14.3106 -0.131
C 8.9309 -10.4704 -15.5638 -0.457
N 8.3440 -11.1011 -16.7741 -0.123
O 8.8094 -10.5903 -18.0309 0.004
C 8.3191 -9.0514 -15.5844 -0.022
C 10.5224 -10.3946 -15.5989 -0.006
C 6.1035 -11.3435 -17.2743 -0.056
H 7.5070 -12.8444 -18.9571 0.073
H 7.1348 -14.1474 -17.8679 0.080
H 8.7723 -13.4542 -17.8623 0.087
H 6.0153 -13.1775 -15.5790 0.107
H 7.6841 -13.6323 -15.2615 0.111
H 6.9285 -12.4105 -13.4722 0.107
H 6.4057 -11.0538 -14.4794 0.096
H 9.2914 -12.0102 -13.9794 0.121
H 8.5329 -10.4710 -13.5535 0.105
H 8.8051 -8.5556 -14.7441 0.066
H 8.7616 -8.4048 -16.3421 0.057
H 7.2303 -9.0001 -15.5894 0.072
H 10.8886 -10.2462 -14.5830 0.069
H 10.7090 -11.4510 -15.7919 0.080
H 11.1326 -9.8205 -16.2961 0.059
H 5.8307 -10.5483 -16.5806 0.071
H 5.2483 -12.0154 -17.3466 0.087
H 6.1083 -11.0028 -18.3097 0.088
H 8.4134 -9.7157 -18.0334 0.055